1.
{"formula": "C8H10N2O3", "method": "wB97M-V/def2-TZVPD", "orbital_gap_ev": 8.982, "homo_energy_ev": -8.480, "smiles": "NC(N)(Oc1ccccc1)C(=O)O", "symbols": ["N", "C", "N", "O", "C", "C", "C", "C", "C", "C", "C", "O", "O", "H", "H", "H", "H", "H", "H", "H", "H", "H", "H"], "positions_angstrom": [[2.683, -1.135, 0.997], [1.776, -0.337, 0.224], [2.025, -0.345, -1.213], [0.487, -0.823, 0.604], [-0.677, -0.268, 0.398], [-0.874, 0.931, -0.317], [-2.060, 1.597, -0.237], [-3.187, 1.027, 0.410], [-3.075, -0.354, 0.799], [-1.866, -0.954, 0.807], [2.022, 1.137, 0.664], [1.734, 1.520, 1.806], [2.497, 1.857, -0.325], [2.326, -1.106, 1.965], [2.807, -2.038, 0.707], [2.705, -0.989, -1.522], [1.144, -0.141, -1.639], [0.014, 1.400, -0.802], [-2.146, 2.475, -0.875], [-4.131, 1.525, 0.352], [-3.799, -1.092, 1.158], [-1.988, -1.992, 1.157], [2.564, 1.169, -1.141]], "lowdin_charge": [0.15, -0.50, 0.13, 0.05, -0.27, -0.04, -0.09, -0.06, -0.10, -0.03, -0.48, 0.10, 0.08, 0.13, 0.05, 0.11, 0.10, 0.12, 0.11, 0.08, 0.11, 0.12, 0.13]}

***

2.
{"formula": "C8H10N2O7P2S2V", "method": "wB97M-V/def2-TZVPD", "spin_multiplicity": 4, "orbital_gap_ev": [7.547, 9.065], "homo_energy_ev": [-7.693, -9.241], "s2": 3.756, "symbols": ["V", "C", "C", "N", "C", "C", "S", "C", "C", "S", "C", "N", "C", "H", "H", "H", "H", "H", "H", "H", "H", "O", "P", "O", "O", "O", "P", "O", "O", "O", "H", "H"], "positions_angstrom": [[-0.145, 0.602, -0.440], [3.359, -0.185, -0.522], [2.393, -1.304, -0.696], [1.106, -1.115, -0.782], [0.395, -2.296, -0.794], [1.169, -3.411, -0.765], [2.822, -2.963, -0.715], [-1.063, -2.192, -0.792], [-1.979, -3.194, -0.785], [-3.559, -2.534, -0.714], [-2.914, -0.948, -0.683], [-1.612, -0.924, -0.750], [-3.741, 0.285, -0.565], [2.955, 0.711, -0.994], [4.335, -0.420, -0.944], [3.473, 0.022, 0.546], [0.856, -4.441, -0.766], [-1.800, -4.255, -0.804], [-4.802, 0.050, -0.516], [-3.560, 0.938, -1.418], [-3.445, 0.832, 0.331], [-0.264, 2.153, 3.211], [0.734, 1.288, 2.310], [1.962, 0.939, 3.033], [-0.095, 0.244, 1.587], [1.156, 2.336, 1.089], [0.313, 3.003, -0.115], [0.517, 4.563, -0.017], [0.930, 2.343, -1.337], [-1.118, 2.577, 0.042], [0.209, 2.456, 3.993], [1.414, 4.841, -0.230]], "lowdin_charge": [0.88, -0.04, -0.59, -0.01, -0.31, -0.32, 1.11, -0.30, -0.32, 1.11, -0.60, -0.01, -0.05, 0.08, 0.08, 0.10, 0.08, 0.08, 0.08, 0.10, 0.10, -0.11, 0.21, -0.28, -0.35, -0.29, 0.14, -0.07, -0.34, -0.31, 0.08, 0.09]}

***

3.
{"formula": "C8H10N2S", "method": "wB97M-V/def2-TZVPD", "orbital_gap_ev": [7.769, 7.823], "homo_energy_ev": [-8.045, -7.808], "symbols": ["C", "C", "C", "C", "C", "C", "C", "C", "N", "N", "S", "H", "H", "H", "H", "H", "H", "H", "H", "H", "H"], "positions_angstrom": [[-2.583, -1.163, 0.255], [-2.773, 0.193, 0.167], [-1.368, -1.770, -0.016], [-1.623, 0.958, -0.259], [-0.280, -1.016, -0.240], [-0.396, 0.349, -0.325], [1.121, -1.538, -0.159], [1.346, 2.158, 0.021], [0.753, 1.098, -0.668], [2.121, -0.675, -0.324], [3.226, -0.242, 0.780], [-3.498, -1.730, 0.480], [-3.720, 0.660, 0.328], [-1.216, -2.787, 0.236], [-1.726, 1.955, -0.616], [1.054, -2.147, 0.717], [1.175, -2.226, -0.973], [1.387, 2.969, -0.735], [0.763, 2.286, 0.943], [2.439, 1.952, 0.399], [3.796, 0.718, -0.015]], "lowdin_charge": [-0.11, -0.06, -0.05, -0.01, -0.18, -0.26, -0.33, -0.18, 0.01, -0.42, 0.82, 0.11, 0.09, 0.11, 0.10, 0.11, 0.13, 0.09, 0.09, 0.03, -0.09]}

***

4.
{"formula": "C8H10N3", "method": "wB97M-V/def2-TZVPD", "charge": 1, "orbital_gap_ev": 7.621, "homo_energy_ev": -13.910, "symbols": ["C", "C", "C", "C", "C", "C", "C", "C", "N", "N", "N", "H", "H", "H", "H", "H", "H", "H", "H", "H", "H"], "positions_angstrom": [[1.995, -1.413, -1.755], [1.416, -0.382, -2.423], [1.824, -1.659, -0.405], [0.528, 0.471, -1.669], [0.947, -0.870, 0.374], [0.440, 0.098, -0.405], [0.545, -1.286, 1.748], [-2.467, 1.538, 1.635], [-1.313, 2.602, -1.384], [-1.479, 2.213, -0.344], [-1.362, 1.820, 0.777], [2.685, -2.030, -2.450], [1.366, -0.083, -3.475], [2.285, -2.410, 0.216], [-0.121, 1.320, -2.190], [1.016, -2.184, 2.204], [0.700, -0.459, 2.308], [-0.500, -1.551, 1.786], [-3.352, 2.253, 1.271], [-2.913, 0.596, 1.524], [-2.238, 1.417, 2.658]], "lowdin_charge": [-0.06, -0.03, 0.02, -0.03, -0.22, 0.18, 0.00, -0.07, 0.25, -0.20, 0.03, 0.17, 0.14, 0.14, 0.14, 0.12, 0.05, 0.10, 0.15, 0.05, 0.07]}

***

5.
{"formula": "C8H10N3S", "method": "wB97M-V/def2-TZVPD", "charge": 1, "spin_multiplicity": 3, "orbital_gap_ev": [7.021, 6.967], "homo_energy_ev": [-10.930, -13.151], "s2": 2.016, "symbols": ["C", "C", "C", "C", "C", "C", "C", "C", "N", "N", "N", "S", "H", "H", "H", "H", "H", "H", "H", "H", "H", "H"], "positions_angstrom": [[-1.574, 0.783, -2.927], [-0.927, -0.168, -3.716], [-1.204, 0.995, -1.614], [0.104, -0.935, -3.212], [-0.165, 0.229, -1.097], [0.476, -0.728, -1.894], [1.315, -0.613, 0.395], [-0.105, 1.173, 1.203], [0.356, 0.256, 0.190], [1.587, -1.877, 3.179], [2.135, -0.873, 2.627], [1.706, -1.553, -0.953], [-2.381, 1.359, -3.350], [-1.240, -0.310, -4.738], [-1.707, 1.726, -1.003], [0.604, -1.672, -3.819], [0.035, 2.199, 0.863], [-1.163, 1.008, 1.403], [0.478, 1.009, 2.106], [1.917, -2.841, 3.127], [0.701, -1.709, 3.647], [3.046, -1.074, 2.212]], "lowdin_charge": [-0.04, -0.04, 0.01, -0.06, -0.23, -0.42, -0.26, 0.01, -0.14, -0.02, -0.06, 1.14, 0.12, 0.12, 0.12, 0.12, 0.11, 0.11, 0.08, 0.13, 0.12, 0.06]}

***

6.
{"formula": "C8H10N4OS", "method": "wB97M-V/def2-TZVPD", "charge": 2, "orbital_gap_ev": 7.491, "homo_energy_ev": -16.334, "smiles": "C#[N+][C@@]12NC(=O)N[C@]1([N+]#C)CS[C@@H]2C", "symbols": ["C", "N", "C", "N", "C", "O", "N", "C", "N", "C", "C", "S", "C", "C", "H", "H", "H", "H", "H", "H", "H", "H", "H", "H"], "positions_angstrom": [[-0.514, -1.468, 2.933], [-0.180, -1.229, 1.870], [0.349, -0.276, 0.908], [1.666, 0.239, 1.158], [2.360, 0.436, -0.016], [3.161, 1.257, -0.303], [1.746, -0.412, -1.034], [0.527, -0.988, -0.679], [0.760, -2.397, -0.830], [1.391, -3.350, -0.869], [-0.769, -0.787, -1.472], [-2.103, -0.298, -0.367], [-1.022, 0.694, 0.676], [-0.778, 2.043, 0.144], [-0.701, -1.737, 3.941], [1.952, 0.720, 1.985], [2.014, -0.390, -1.970], [2.118, -4.118, -0.891], [-0.674, 0.025, -2.234], [-1.117, -1.706, -2.024], [-1.620, 0.719, 1.643], [-1.706, 2.559, -0.098], [-0.130, 1.976, -0.819], [-0.353, 2.750, 0.901]], "lowdin_charge": [0.37, 0.21, -0.22, 0.20, -0.46, 0.20, 0.17, -0.39, 0.23, 0.38, -0.37, 1.00, -0.55, -0.11, 0.16, 0.18, 0.15, 0.15, 0.11, 0.12, 0.12, 0.10, 0.13, 0.11]}

***

We obtain ΔE to the lowest compared entry with this formula, charge and spin values of 1.859; 0.000; 4.193; 5.579; 0.000; 1.100 eV for the records listed above, in that order.
We obtain total energy values of -17579.706; -91716.627; -22268.726; -12915.139; -23752.828; -27279.639 eV for the records listed above, in that order.